(1)
Density functional theory data (the ωB97M-V functional and the def2-TZVPD basis) for a structure of composition C16H16MnN8OS8.

Results
Charge: -1
LUMO (spin up / spin down) (eV): 1.21 / 1.72
Frontier orbital gap (spin up / spin down) (eV): 5.53 / 6.24
Multiplicity: 5

Each line ends with the natural charge from an NBO analysis.
Element x y z (Å)
Mn 1.326 -0.605 -0.509  0.884
O -2.062 -1.978 5.274  -0.591
C -1.471 -1.732 4.255  0.201
S -2.249 -1.185 2.761  0.332
C -0.789 -1.076 1.799  -0.403
C 0.366 -1.384 2.397  -0.395
S 1.929 -1.333 1.609  -0.124
S 0.287 -1.891 4.072  0.319
S -0.911 -0.621 0.115  -0.149
C 0.830 -0.810 -5.962  -0.403
N 0.050 -0.497 -4.767  -0.439
C -0.395 0.889 -4.730  -0.423
C 0.495 -1.009 -3.556  0.647
N 0.647 -0.322 -2.496  -0.794
N 0.735 -2.374 -3.603  -0.632
C 1.194 -3.185 -2.566  0.619
N 1.491 -4.463 -3.040  -0.830
N 1.258 -2.787 -1.369  -0.734
H 0.274 -0.469 -6.833  0.207
H 0.993 -1.879 -6.072  0.197
H 1.807 -0.313 -5.952  0.194
H -0.881 1.117 -5.677  0.208
H 0.430 1.596 -4.582  0.197
H -1.122 1.024 -3.930  0.231
H 0.568 0.684 -2.618  0.410
H 0.281 -2.868 -4.351  0.410
H 2.067 -4.463 -3.870  0.385
H 1.869 -5.066 -2.327  0.391
H 1.709 -3.436 -0.733  0.381
S 3.603 -0.882 -1.308  -0.248
C 4.631 0.052 -0.359  0.079
N 5.398 0.662 0.254  -0.399
S -3.105 4.534 1.496  -0.257
C -1.767 3.578 1.217  -0.102
S -0.926 3.613 -0.303  0.394
C 0.286 2.500 0.308  -0.093
N 0.058 2.147 1.523  -0.316
N -1.103 2.716 2.016  -0.248
C -1.438 2.309 3.342  0.126
C -2.755 2.230 3.773  -0.167
C -3.027 1.785 5.059  -0.225
C -2.002 1.414 5.914  -0.217
C -0.689 1.484 5.469  -0.211
C -0.400 1.926 4.189  -0.215
S 1.612 1.992 -0.665  -0.313
H -3.559 2.503 3.109  0.236
H -4.058 1.711 5.380  0.207
H -2.222 1.045 6.908  0.210
H 0.123 1.173 6.115  0.214
H 0.617 1.943 3.827  0.251



(2)
Density functional theory data (the ωB97M-V functional and the def2-TZVPD basis) for a structure of composition C16H16N4OS at a distorted geometry.

Results
Charge: 0
LUMO (eV): 0.07
Frontier orbital gap (eV): 7.91

Each line ends with the natural charge from an NBO analysis.
Element x y z (Å)
C 5.941 -0.827 0.233  -0.313
H 7.063 -0.715 -0.217  0.214
O 5.337 0.373 -0.372  -0.519
C 3.916 0.371 -0.061  0.338
C 3.157 -0.682 0.577  -0.295
C 1.736 -0.367 1.026  -0.189
C 1.056 0.716 0.631  0.002
C 1.862 1.781 -0.407  -0.216
C 3.168 1.566 -0.625  -0.261
H 3.842 2.200 -1.112  0.218
H 1.365 2.866 -0.629  0.224
C -0.367 1.119 0.660  0.259
N -0.809 0.456 1.768  -0.249
N -2.110 1.023 1.862  -0.289
C -2.367 1.471 0.537  0.139
N -1.274 1.544 0.062  -0.348
C -1.064 1.856 -1.370  -0.390
H -0.972 3.043 -1.390  0.195
H -1.932 1.890 -1.997  0.252
H -0.306 1.545 -1.792  0.198
S -3.959 1.925 -0.079  0.263
C -4.823 0.362 0.267  -0.479
C -3.674 -0.669 -0.055  0.099
N -3.160 -0.759 -1.136  -0.433
C -2.110 -1.487 -1.765  0.029
C -1.538 -2.497 -0.564  -0.186
C -2.210 -2.685 0.694  -0.220
C -3.228 -1.460 0.893  -0.105
H -3.819 -1.598 2.002  0.212
H -1.836 -3.186 1.558  0.229
H -0.783 -3.067 -0.819  0.170
H -1.713 -1.655 -2.644  0.195
H -5.142 0.214 1.110  0.184
H -5.475 0.148 -0.702  0.246
H 1.188 -1.040 1.576  0.229
H 3.639 -1.185 1.175  0.177
H 5.508 -1.762 -0.405  0.208
H 5.893 -0.828 1.508  0.213



(3)
Density functional theory data (the ωB97M-V functional and the def2-TZVPD basis) for a structure of composition C16H16O4OsPTe4.

Results
Charge: +1
LUMO (spin up / spin down) (eV): -3.83 / -5.45
Frontier orbital gap (spin up / spin down) (eV): 6.30 / 5.35
Multiplicity: 5

Each line ends with the natural charge from an NBO analysis.
Element x y z (Å)
Os -0.616 1.092 -1.524  0.608
Te 0.731 0.900 -3.780  -0.035
Te -1.153 -0.158 -5.291  0.220
Te -3.507 0.708 -4.374  0.193
Te -2.725 2.354 -2.401  -0.018
O -1.449 -0.820 -1.690  -0.697
C -1.171 -1.104 -0.465  0.775
O -0.571 -0.168 0.176  -0.702
C -1.514 -2.379 0.132  -0.220
C -2.161 -3.332 -0.650  -0.122
C -2.514 -4.577 -0.129  -0.266
C -2.184 -4.796 1.187  0.280
O -2.433 -5.904 1.919  -0.457
C -1.817 -5.689 3.201  0.230
O -1.368 -4.330 3.233  -0.480
C -1.540 -3.846 1.971  0.283
C -1.187 -2.623 1.483  -0.213
H -2.390 -3.094 -1.679  0.236
H -3.017 -5.324 -0.724  0.244
H -0.960 -6.356 3.299  0.171
H -2.562 -5.842 3.977  0.183
H -0.689 -1.878 2.086  0.245
C -0.544 3.342 1.098  -0.963
P 0.245 3.003 -0.488  1.091
C 0.335 4.575 -1.364  -0.962
C 1.942 2.497 -0.141  -0.308
C 2.935 2.687 -1.104  -0.236
C 4.219 2.213 -0.888  -0.186
C 4.517 1.540 0.290  -0.178
C 3.533 1.341 1.248  -0.193
C 2.247 1.811 1.034  -0.217
H -0.784 2.412 1.611  0.267
H -1.474 3.883 0.922  0.260
H 0.116 3.951 1.718  0.260
H 0.967 5.280 -0.824  0.258
H -0.671 4.987 -1.457  0.259
H 0.726 4.428 -2.369  0.261
H 2.720 3.219 -2.024  0.218
H 4.987 2.370 -1.632  0.229
H 5.520 1.173 0.462  0.230
H 3.769 0.819 2.165  0.230
H 1.489 1.635 1.786  0.224



(4)
Density functional theory data (the ωB97M-V functional and the def2-TZVPD basis) for a structure of composition C16H17AlClF9N5O2S at a distorted geometry.

Results
Charge: -1
LUMO (eV): 1.20
Frontier orbital gap (eV): 8.54

Each line ends with the natural charge from an NBO analysis.
Element x y z (Å)
C 2.994 -0.586 3.098  -0.649
C 3.575 -0.993 1.696  0.010
C 4.962 -0.508 1.440  -0.228
C 5.702 -0.821 0.200  -0.200
C 4.991 -1.666 -0.780  -0.225
C 3.629 -2.123 -0.542  -0.186
C 2.838 -1.819 0.689  -0.056
C 1.397 -2.350 0.952  -0.460
C 0.272 -1.917 -0.073  -0.046
Cl -1.104 -3.101 0.293  0.025
C 0.621 -2.279 -1.558  0.238
N 0.905 -2.304 -2.670  -0.242
C -0.226 -0.383 0.063  -0.319
C 0.256 0.268 1.411  0.265
N 0.200 0.651 2.491  -0.275
C -1.768 -0.176 -0.229  -0.476
C -2.755 -0.036 0.996  0.406
N -4.114 -0.296 0.405  -0.834
N -2.884 1.359 1.543  -0.879
N -2.631 -0.987 2.099  -0.851
S 0.641 0.700 -1.227  2.036
O -0.017 0.609 -2.533  -0.877
O 2.071 0.444 -1.324  -0.874
C 0.509 2.526 -0.755  0.402
F 1.601 2.766 0.089  -0.313
F -0.628 2.830 -0.041  -0.304
C 0.668 3.500 -1.997  0.937
F 1.666 3.047 -2.802  -0.290
F -0.540 3.586 -2.632  -0.286
F 1.027 4.737 -1.523  -0.304
H 2.814 0.532 3.050  0.236
H 3.772 -0.735 3.893  0.223
H 2.026 -1.078 3.361  0.216
H 5.519 0.111 2.198  0.215
H 6.748 -0.483 -0.001  0.222
H 5.504 -1.973 -1.733  0.221
H 3.168 -2.768 -1.340  0.229
H 1.077 -2.211 2.027  0.253
H 1.470 -3.478 0.845  0.255
H -2.209 -0.947 -0.931  0.303
H -1.880 0.791 -0.812  0.262
H -4.157 0.328 -0.425  0.378
H -4.844 -0.002 1.057  0.368
H -1.976 1.742 1.812  0.356
H -3.355 1.963 0.866  0.372
H -1.690 -1.316 2.291  0.356
H -3.090 -0.579 2.913  0.384
F -7.637 1.350 -1.845  -0.794
Al -6.560 1.066 -3.196  2.184
F -7.161 -0.270 -4.153  -0.791
F -4.955 0.678 -2.588  -0.802
F -6.475 2.505 -4.188  -0.792



(5)
Density functional theory data (the ωB97M-V functional and the def2-TZVPD basis) for a structure of composition C16H17BN2O2S at a distorted geometry.

Results
Charge: 0
LUMO (eV): 0.33
Frontier orbital gap (eV): 8.51

Each line ends with the natural charge from an NBO analysis.
Element x y z (Å)
S 0.605 0.147 -2.088  -0.274
O 5.711 -3.179 3.208  -0.908
O 5.391 -4.986 1.632  -0.646
B 5.072 -3.721 2.080  1.093
C 0.615 0.249 -0.424  0.305
C -5.703 4.530 -1.201  -0.208
C -5.391 3.515 -2.072  -0.219
C -4.790 4.834 -0.217  -0.211
C 1.763 -2.895 -0.524  -0.180
C 3.039 -1.858 1.227  -0.215
C 2.636 -3.946 -0.541  -0.195
C -4.322 2.726 -1.891  -0.192
C -3.739 3.969 0.060  -0.212
C 3.796 -2.977 1.332  -0.306
C 1.901 -1.867 0.434  0.132
C 3.580 -4.006 0.449  -0.048
C -3.436 2.854 -0.773  -0.019
N 1.075 -0.695 0.476  -0.599
N -0.018 1.341 0.113  -0.597
C 4.473 -5.167 0.633  -0.086
C -2.366 1.872 -0.461  -0.437
C -0.860 2.378 -0.478  -0.201
H 5.506 -2.313 3.632  0.510
H -6.668 5.026 -1.284  0.216
H -6.036 3.330 -2.903  0.212
H -4.910 5.639 0.497  0.213
H 0.893 -2.858 -1.174  0.240
H 3.248 -1.018 1.913  0.206
H 2.477 -4.797 -1.164  0.216
H -4.116 1.934 -2.584  0.207
H -3.089 4.089 0.905  0.199
H 0.923 -0.359 1.412  0.374
H -0.113 1.224 1.132  0.361
H 3.947 -6.151 0.718  0.191
H 5.087 -5.279 -0.271  0.188
H -2.495 1.538 0.578  0.206
H -2.464 0.936 -1.124  0.236
H -0.774 3.251 0.219  0.200
H -0.449 2.688 -1.475  0.247



Which formula does entry 2 have?
C16H16N4OS